138
Properties=species:S:1:pos:R:3:forces:R:3 method="wB97M-V/def2-TZVPD" homo_lumo_gap_ha=0.3114 e_homo_ev=-8.04 energy_ha=-2342.81762 lumo_energy_ha=0.0160 charge=0 smiles=CCCCCCCCCC[C@H](C#N)[C@@H](C#N)CCCS.CCN(CC)CC.CCN(CC)CC.CCN(CC)CC.CCN(CC)CC
C 3.456 1.231 -3.097 0.6 0.0 -0.2
C 4.323 2.257 -3.840 0.0 0.1 0.4
C 3.677 3.643 -4.067 -0.3 -0.3 -0.3
C 2.149 3.668 -3.969 0.2 0.8 -0.1
C 1.599 5.093 -4.146 0.1 -0.3 -0.3
C 0.071 5.181 -4.120 -0.1 0.2 0.2
C -0.561 4.620 -2.838 0.0 0.4 -0.3
C -2.102 4.623 -2.839 0.5 -0.3 0.3
C -2.781 3.293 -3.193 -0.3 0.3 -0.2
C -2.492 2.731 -4.595 0.2 0.5 0.4
C -1.178 1.954 -4.785 -0.2 -0.5 -0.5
C -1.111 1.555 -6.210 0.1 0.2 0.1
N -1.055 1.275 -7.323 0.0 -0.1 0.1
C -1.003 0.645 -3.962 0.6 -0.3 0.2
C -0.542 0.958 -2.595 -0.9 0.6 -0.1
N -0.411 1.399 -1.541 0.5 -0.4 0.1
C -2.219 -0.297 -3.968 -0.2 -0.5 -0.3
C -1.839 -1.753 -4.275 0.1 -0.1 0.5
C -0.730 -2.321 -3.357 0.1 0.2 -0.2
S 0.680 -3.052 -4.263 0.0 -0.1 0.1
H 3.304 1.535 -2.062 -0.3 0.0 0.0
H 3.994 0.280 -3.071 -0.1 0.0 0.0
H 2.507 1.054 -3.600 -0.1 0.1 0.1
H 5.227 2.404 -3.243 0.1 0.0 -0.1
H 4.671 1.823 -4.778 -0.2 0.1 -0.1
H 3.929 3.979 -5.077 0.1 0.1 0.1
H 4.082 4.390 -3.382 0.0 -0.1 0.1
H 1.744 3.064 -4.787 -0.1 -0.3 0.2
H 1.821 3.292 -3.001 0.0 -0.3 -0.1
H 1.957 5.467 -5.111 0.0 0.1 0.0
H 2.024 5.759 -3.389 0.0 -0.1 0.1
H -0.353 4.718 -5.017 0.0 -0.1 0.0
H -0.215 6.236 -4.183 0.0 0.0 -0.1
H -0.220 5.263 -2.020 0.1 -0.1 0.1
H -0.176 3.626 -2.626 -0.1 0.0 0.1
H -2.423 4.865 -1.823 -0.1 0.1 -0.1
H -2.450 5.432 -3.486 -0.1 -0.1 -0.1
H -3.860 3.477 -3.163 0.0 0.0 0.0
H -2.593 2.565 -2.404 0.1 -0.1 -0.1
H -2.458 3.580 -5.283 0.0 -0.1 -0.1
H -3.332 2.122 -4.923 0.1 -0.2 0.0
H -0.304 2.577 -4.614 0.0 0.1 0.1
H -0.177 0.098 -4.429 0.0 0.1 -0.1
H -2.781 -0.271 -3.034 0.1 0.3 0.1
H -2.905 0.020 -4.755 0.0 0.1 0.0
H -1.533 -1.865 -5.314 0.0 0.1 0.0
H -2.731 -2.365 -4.134 -0.1 0.0 -0.2
H -0.309 -1.576 -2.684 -0.1 0.0 0.0
H -1.131 -3.103 -2.716 0.1 -0.1 0.0
H 1.512 -1.996 -4.247 -0.2 0.0 0.0
C 1.291 5.905 4.263 0.0 0.0 0.0
C 0.969 4.484 3.824 0.1 0.1 0.0
N -0.135 4.411 2.886 -0.1 0.0 0.0
C -0.630 3.061 2.682 -0.1 -0.2 0.1
C 0.316 2.044 2.036 0.0 -0.1 -0.1
C 0.001 5.219 1.686 0.0 0.2 -0.1
C 1.217 4.971 0.781 0.0 0.0 -0.1
H 0.405 6.397 4.666 0.0 0.0 0.0
H 2.055 5.885 5.041 0.0 0.0 0.0
H 1.679 6.511 3.443 0.0 0.0 0.0
H 0.684 3.910 4.711 0.0 -0.1 -0.1
H 1.888 4.017 3.436 0.0 0.0 0.0
H -1.547 3.119 2.087 0.0 0.1 0.0
H -0.942 2.674 3.658 0.1 0.1 0.0
H 0.432 2.221 0.968 0.0 0.0 0.0
H -0.095 1.037 2.146 0.0 0.0 0.0
H 1.304 2.045 2.499 0.0 0.0 0.0
H 0.007 6.271 1.986 0.0 0.0 0.1
H -0.912 5.101 1.097 0.0 -0.1 0.0
H 2.140 4.875 1.354 0.0 0.0 0.0
H 1.344 5.815 0.099 0.0 0.0 0.0
H 1.098 4.077 0.170 0.0 0.0 0.0
C -0.304 -0.090 6.384 0.0 0.0 0.0
C 0.089 -1.559 6.433 0.1 0.1 0.0
N -0.568 -2.362 5.419 -0.1 -0.1 0.0
C -0.412 -3.792 5.622 0.0 -0.1 0.1
C 1.004 -4.371 5.529 0.0 -0.1 0.0
C -0.405 -1.896 4.053 0.0 0.2 -0.1
C 1.024 -1.754 3.515 0.0 0.0 -0.1
H -1.387 0.024 6.442 0.0 0.0 0.0
H 0.141 0.438 7.228 0.0 0.0 0.0
H 0.046 0.399 5.473 0.0 0.0 0.0
H -0.200 -1.959 7.409 0.0 -0.1 0.0
H 1.188 -1.630 6.383 0.0 0.0 0.0
H -1.059 -4.312 4.911 0.0 0.1 -0.1
H -0.817 -4.029 6.611 0.0 0.1 0.0
H 1.355 -4.420 4.499 0.0 0.0 0.0
H 1.016 -5.391 5.919 0.0 0.0 0.0
H 1.722 -3.792 6.110 0.0 0.0 0.0
H -0.901 -0.926 3.966 0.0 0.0 0.1
H -0.974 -2.559 3.396 0.0 -0.1 0.1
H 1.688 -1.274 4.236 0.0 0.0 0.0
H 1.019 -1.131 2.617 0.0 0.0 0.0
H 1.455 -2.714 3.235 0.1 0.0 0.1
C -8.853 -6.072 -3.660 0.0 0.0 0.0
C -7.983 -4.825 -3.620 -0.1 0.0 -0.1
N -6.602 -5.102 -3.271 0.1 0.0 0.1
C -5.838 -3.910 -2.951 0.0 0.1 0.1
C -5.603 -2.881 -4.064 0.1 0.0 0.0
C -5.927 -6.087 -4.099 0.0 -0.2 -0.1
C -5.845 -5.824 -5.609 0.1 0.0 0.0
H -8.793 -6.618 -2.718 0.0 0.0 0.0
H -9.893 -5.790 -3.825 0.0 0.0 0.0
H -8.568 -6.747 -4.468 0.0 0.0 0.0
H -8.386 -4.153 -2.858 0.1 0.1 0.0
H -8.080 -4.296 -4.581 0.0 0.0 0.0
H -4.870 -4.222 -2.547 0.0 -0.1 0.0
H -6.350 -3.408 -2.124 -0.1 0.0 0.0
H -4.860 -3.222 -4.783 -0.1 0.0 -0.1
H -5.228 -1.951 -3.628 0.0 0.0 0.0
H -6.519 -2.639 -4.603 0.0 0.0 0.0
H -6.421 -7.050 -3.947 -0.1 0.0 0.0
H -4.918 -6.225 -3.702 0.0 0.1 0.0
H -6.796 -5.481 -6.017 0.0 0.0 0.0
H -5.583 -6.748 -6.128 0.0 0.0 0.0
H -5.082 -5.088 -5.858 -0.1 0.1 0.0
C 8.011 -2.548 4.548 0.0 0.0 0.0
C 6.983 -1.447 4.757 0.1 -0.1 0.1
N 5.695 -1.746 4.160 -0.1 0.1 -0.1
C 4.806 -0.598 4.105 -0.1 0.2 -0.1
C 4.321 0.007 5.429 -0.1 0.0 0.0
C 5.089 -3.003 4.568 0.0 -0.2 0.0
C 4.824 -3.218 6.064 -0.1 0.0 0.0
H 8.119 -2.782 3.487 0.0 0.0 0.0
H 8.981 -2.223 4.926 0.0 0.0 0.0
H 7.747 -3.465 5.077 0.0 0.0 0.0
H 7.359 -0.535 4.287 -0.1 0.0 0.0
H 6.911 -1.232 5.836 0.0 0.0 0.0
H 3.932 -0.861 3.502 0.0 -0.1 0.0
H 5.319 0.187 3.541 0.1 0.0 0.0
H 3.563 -0.612 5.909 0.0 0.0 0.0
H 3.865 0.982 5.241 0.0 0.0 0.0
H 5.138 0.161 6.136 0.0 0.0 0.0
H 5.729 -3.815 4.213 0.0 0.0 0.0
H 4.153 -3.123 4.016 0.0 0.1 0.0
H 5.668 -2.906 6.681 0.0 0.0 0.0
H 4.650 -4.278 6.262 0.0 0.0 0.0
H 3.938 -2.679 6.399 0.0 0.1 0.1